{"formula": "C6H10N2O", "method": "ωB97M-V/def2-TZVPD", "relative_energy_ev": 2.896, "homo_energy_ev": -9.35, "spin_multiplicity": 1, "fmax_ev_per_a": 4.22, "smiles": "N=C=NC=O.C=C(C)C", "elements": ["N", "C", "N", "C", "O", "H", "H", "C", "C", "C", "C", "H", "H", "H", "H", "H", "H", "H", "H"], "xyz": [[-0.967, 2.346, -0.031], [-1.645, 1.380, 0.197], [-2.564, 0.664, 0.564], [-2.991, -0.645, 0.285], [-3.084, -1.012, -0.847], [-0.650, 2.653, -0.914], [-3.306, -1.078, 1.325], [0.843, -0.234, -1.535], [1.279, -0.317, -0.273], [2.357, 0.489, 0.293], [0.495, -1.243, 0.705], [0.150, -0.877, -1.846], [1.176, 0.544, -2.241], [1.907, 1.265, 0.954], [3.068, -0.050, 0.859], [3.030, 0.713, -0.564], [1.061, -1.551, 1.578], [0.210, -2.275, 0.371], [-0.369, -0.772, 1.120]]}